No. 1
# C21H45ClN2O18P3S

7 unconnected molecules or ions with the total composition C21H45ClN2O18P3S at a distorted geometry (wB97M-V/def2-TZVPD, the Open Molecules 2025 dataset).

Geometry as XYZ:
```
91
Properties=species:S:1:pos:R:3:forces:R:3
Cl -0.4136 0.5937 -0.5207 -0.131 -0.346 3.108
O -0.0385 -0.2600 0.6086 0.005 -0.222 -0.526
O -0.1177 -0.0977 -1.7389 -0.103 0.186 -0.660
O -1.8105 0.9147 -0.3612 -0.284 -0.255 -0.901
O 0.3308 1.8176 -0.3674 0.531 0.463 -1.000
C -0.1281 -3.6704 4.5066 -0.122 0.504 0.322
C 0.1798 -3.1261 3.1203 0.158 0.700 -0.728
C 1.1203 -1.9484 3.3651 -0.158 0.697 0.518
S 2.1895 -2.3561 4.8049 -0.943 0.177 -1.530
O 2.0084 -1.3298 5.8098 0.279 -0.522 -0.041
O 3.5030 -2.7282 4.3262 -0.161 0.032 0.567
C 1.2181 -3.8315 5.2129 0.254 -0.720 0.020
H -0.7379 -4.5721 4.5410 0.206 -0.150 -0.157
H -0.7140 -2.8913 5.0056 0.012 -0.086 0.181
H -0.6884 -2.7041 2.6125 -0.208 -0.158 0.227
H 0.5826 -3.8098 2.3771 0.291 -0.393 0.494
H 0.5165 -1.1014 3.7011 0.078 -0.027 0.219
H 1.6569 -1.5528 2.5059 0.362 -0.446 0.040
H 1.2061 -4.0169 6.2860 -0.175 0.380 0.042
H 1.7337 -4.6866 4.7690 0.206 0.173 -0.106
C 1.3713 -3.1864 -0.9981 -0.335 -0.619 -0.022
O 1.2363 -4.3571 -0.1612 -0.284 -0.505 0.517
P -0.1056 -5.1948 -0.0414 0.194 0.127 -0.710
O -0.5143 -5.9256 -1.2544 -0.131 0.461 0.486
O 0.2585 -6.1101 1.1965 0.269 0.442 0.320
C -0.6366 -7.1325 1.6273 0.186 -0.421 -0.490
O -1.1934 -4.2032 0.5837 0.151 -0.338 -0.098
C -2.0244 -3.3724 -0.2229 -0.440 0.897 -0.205
H 1.7049 -3.5176 -1.9806 0.083 0.144 0.010
H 2.1117 -2.5661 -0.5061 -0.070 0.172 -0.121
H 0.4132 -2.6826 -1.0912 0.177 0.342 0.061
H -1.1879 -6.8383 2.5183 -0.099 0.254 -0.129
H -0.0358 -8.0084 1.8718 0.051 0.066 0.015
H -1.2865 -7.4016 0.7932 -0.241 -0.021 0.222
H -1.6787 -3.3061 -1.2528 -0.180 -0.350 -0.087
H -2.0266 -2.3430 0.1476 0.443 -0.141 0.283
H -3.0672 -3.6828 -0.1601 0.137 -0.451 -0.204
C 3.4545 2.6393 -2.5703 -0.706 -1.030 -0.380
O 4.3633 2.8631 -1.4995 0.874 -0.099 0.017
P 5.2312 1.6097 -0.9987 -0.322 -0.702 -0.674
O 5.5594 0.6368 -2.0658 -0.102 0.665 0.445
O 4.4007 1.0229 0.1960 -0.064 0.395 0.455
C 3.5716 -0.1539 0.0741 0.817 -0.003 0.282
O 6.4614 2.2628 -0.2451 -0.368 -0.241 0.211
C 7.5589 2.8015 -0.9813 -0.575 0.999 -0.217
H 3.8678 1.9852 -3.3431 0.438 0.407 -0.045
H 3.1294 3.5869 -2.9848 0.090 0.106 0.111
H 2.5852 2.0622 -2.2336 -0.059 0.447 0.363
H 2.8145 -0.1402 0.8523 -0.112 0.418 -0.099
H 4.2478 -0.9802 0.2929 -0.276 -0.335 -0.420
H 3.1207 -0.1940 -0.9126 -0.043 -0.238 -0.003
H 8.4371 2.1664 -0.9268 -0.114 -0.184 -0.040
H 7.7624 3.7832 -0.5478 0.211 -0.187 0.163
H 7.2531 3.0165 -2.0076 0.242 -0.368 -0.106
C -3.5541 6.0353 4.9103 0.152 -0.150 0.162
O -2.6818 4.9144 4.7360 -0.335 -0.613 -0.906
P -2.5850 4.1992 3.2971 -0.446 -0.276 1.250
O -1.8395 4.9527 2.2972 0.058 -0.219 -0.371
O -2.0404 2.7928 3.8038 -0.340 0.572 0.084
C -2.0406 1.6085 3.0100 1.324 -0.222 -0.593
O -4.1318 3.9553 2.9552 -0.124 -0.039 0.405
C -4.6220 3.2326 1.8170 0.648 0.344 -0.150
H -4.1699 6.2489 4.0368 0.257 0.037 -0.142
H -2.9103 6.8736 5.1687 -0.285 0.200 -0.015
H -4.2416 5.7954 5.7222 0.140 0.088 0.108
H -1.3728 1.7409 2.1574 -0.285 0.099 -0.233
H -3.0165 1.2765 2.6698 -0.156 0.172 0.191
H -1.5469 0.8293 3.5882 -0.327 0.026 0.295
H -5.4300 3.8154 1.3826 0.037 0.012 -0.089
H -4.9971 2.2529 2.1063 0.021 0.035 0.185
H -3.8006 3.1129 1.1091 -0.246 -0.074 -0.271
N -0.4915 3.2872 -2.9277 -0.191 -0.047 -0.373
C -1.3282 4.1505 -3.5853 0.260 -0.359 -0.035
C -1.2043 3.8939 -4.9425 -0.288 0.998 0.654
C -0.2240 2.8963 -5.0900 0.062 -0.306 -0.378
C 0.1412 2.4981 -3.8334 0.740 -0.094 0.482
H -0.3391 3.2042 -1.9309 -0.179 -0.069 0.025
H -1.8907 4.8527 -2.9939 -0.207 0.059 -0.281
H -1.7298 4.4020 -5.7345 0.010 0.054 0.036
H 0.1751 2.5395 -6.0269 -0.030 -0.180 0.054
H 0.8150 1.7337 -3.4803 -0.035 0.003 -0.176
N -2.2347 0.5124 -5.4372 0.348 -0.421 -0.560
C -2.5177 -0.3943 -4.4675 0.494 -0.079 0.622
C -3.2183 -1.4248 -5.0148 -0.806 -0.322 -0.269
C -3.3844 -1.1450 -6.4032 0.538 0.621 -0.082
C -2.7178 0.0395 -6.6376 0.092 0.132 0.313
H -1.5276 1.2360 -5.3289 -0.437 -0.072 0.003
H -2.0903 -0.3058 -3.4792 -0.208 0.206 0.023
H -3.6471 -2.2529 -4.4718 0.135 -0.040 -0.022
H -3.8858 -1.7104 -7.1699 -0.061 -0.171 0.114
H -2.4739 0.5686 -7.5444 -0.266 -0.005 -0.061
```
Positions in Å, forces in eV/Å.

Properties
- net charge = -1

---

No. 2
# C18H30CaN6O

A molecular structure, C18H30CaN6O at a distorted geometry (wB97M-V/def2-TZVPD, the Open Molecules 2025 dataset).

Geometry as XYZ:
```
56
Properties=species:S:1:pos:R:3:forces:R:3
Ca 11.6351 7.1668 8.7658 -1.706 -0.335 -0.570
N 10.3350 8.6287 10.3801 0.686 0.907 -0.839
C 10.0624 8.0938 11.7133 -0.399 1.287 -0.177
C 11.2582 7.3838 12.3541 1.086 0.358 1.136
N 12.0121 6.4114 11.4690 0.677 -0.473 1.053
C 13.4947 6.5148 11.6453 0.136 1.611 -0.624
C 14.3666 5.7463 10.6200 -0.424 -0.742 0.723
N 13.7763 5.8063 9.2376 1.914 -0.989 -0.143
C 11.6184 4.9790 11.7480 -1.316 0.775 -0.023
C 10.2971 4.6064 10.9623 1.625 -0.570 0.852
N 10.3859 4.9160 9.5384 -1.673 0.697 -0.038
H 10.8345 9.5201 10.4665 -0.216 -0.295 0.115
H 9.5661 8.8381 9.7068 0.361 -0.924 0.819
H 9.2125 7.3976 11.6770 0.196 0.348 -0.135
H 9.8058 8.9884 12.3522 -0.076 -1.259 0.002
H 10.7838 6.9159 13.2565 0.647 -0.261 -0.594
H 11.9967 8.1289 12.8637 -1.035 -1.050 -1.336
H 13.8783 6.2718 12.6417 -0.332 -0.243 0.246
H 13.7961 7.5918 11.5045 -0.647 -0.788 0.135
H 14.5523 4.6672 11.0180 -0.285 1.771 -1.080
H 15.3241 6.2921 10.5983 -0.147 -0.552 0.260
H 13.8740 4.8434 8.8692 -0.350 0.765 0.017
H 14.4823 6.3356 8.6764 -1.030 -0.560 0.383
H 11.3287 4.9537 12.8445 0.764 -0.604 -0.981
H 12.4621 4.2781 11.4811 -0.964 0.811 0.394
H 9.4407 5.0139 11.5262 0.223 0.512 -0.903
H 10.1583 3.5461 11.0805 0.016 -0.776 0.384
H 9.4187 4.8465 9.1730 0.616 0.842 -0.080
H 10.8301 4.2041 8.9834 0.551 -0.534 0.297
O 13.5416 8.7405 8.9938 0.405 1.703 1.037
C 14.5285 9.0301 7.9917 -0.204 0.977 0.525
C 14.1005 8.4391 6.7236 -0.473 -2.018 -1.662
C 14.9109 8.6425 5.6067 -0.819 0.782 -0.407
C 14.5276 8.0363 4.4095 1.526 0.324 0.017
C 13.5219 7.0913 4.3686 0.064 1.223 1.191
C 12.7937 6.9260 5.5565 -0.674 0.495 -0.686
N 13.0029 7.6305 6.6878 1.826 -0.295 -0.472
H 13.4998 9.4568 9.6815 0.256 -0.964 -1.118
H 15.5190 8.6498 8.2856 -0.265 0.016 0.072
H 14.6580 10.0964 7.7090 -0.201 -0.184 1.028
H 15.6704 9.4511 5.5818 -0.351 -0.839 0.229
H 15.1461 8.3132 3.5473 -0.565 -0.305 0.028
H 13.2190 6.7155 3.4186 -0.250 -0.725 -0.223
H 11.8966 6.3040 5.5061 0.204 0.191 0.584
N 9.9068 7.2702 7.4510 1.865 0.276 1.312
C 8.8013 6.8722 6.8854 2.076 0.887 0.996
C 8.9147 6.4407 5.4889 -1.891 0.222 1.158
C 7.7297 6.1167 4.8953 -0.088 -0.883 0.245
C 6.5320 6.1234 5.6662 0.102 0.294 -0.125
C 6.4199 6.4750 7.0309 1.364 0.139 -1.231
C 7.5869 6.8872 7.6836 -1.684 -1.332 -1.339
H 9.8983 6.4803 5.0368 -0.227 -0.075 -0.047
H 7.7234 5.6814 3.8786 -0.277 0.570 0.385
H 5.6561 6.0150 5.0989 -1.323 -0.516 -0.519
H 5.4319 6.4329 7.4808 0.119 0.077 0.158
H 7.5429 7.0702 8.7629 0.586 0.234 -0.429
```
Positions in Å, forces in eV/Å.

---

No. 3
# C5H9NO3

C5H9NO3 in the gas phase at a distorted geometry (wB97M-V/def2-TZVPD, the Open Molecules 2025 dataset).

Geometry as XYZ:
```
18
Properties=species:S:1:pos:R:3:forces:R:3
C -0.4228 0.1491 -0.5248 0.218 1.873 0.996
C -1.5259 -0.8456 -0.1655 0.167 -0.061 0.176
C 0.4219 -0.2039 -1.7427 0.135 -0.126 0.240
N 1.3287 -0.0132 1.6058 -0.635 -0.971 -0.850
C 0.3927 1.1489 0.7205 -2.020 -0.316 -2.941
C 1.1763 -1.0836 0.9794 2.226 -0.772 2.396
O -0.6082 1.4511 1.6364 0.072 -0.032 0.276
O 1.1174 2.0093 0.2436 0.200 0.002 0.466
O 1.2218 -2.1949 0.6585 -0.708 1.043 -0.554
H -0.6559 2.4173 1.6737 0.234 -0.119 0.000
H 2.1093 0.2617 2.1945 -0.017 -0.387 -0.197
H -0.9550 1.0661 -0.8014 -0.077 -0.080 -0.141
H -2.0773 -0.5198 0.7201 0.101 -0.041 -0.059
H 0.8792 -1.1913 -1.6630 0.101 -0.005 -0.025
H -2.2434 -0.9140 -0.9895 0.088 0.060 0.019
H -1.1526 -1.8569 -0.0030 -0.030 -0.046 0.061
H -0.2023 -0.2294 -2.6393 -0.049 0.032 0.064
H 1.1961 0.5490 -1.9031 -0.007 -0.055 0.073
```
Positions in Å, forces in eV/Å.

---

Per-record energy relative to the best compared isomer or geometry (same formula, charge and spin), kJ/mol: 55.1, 302.0, 350.4
Per-record lowest unoccupied orbital energy, Ha: 0.0813, -0.0154, -0.0110